No. 1
C15H72BNO32 | the ωB97M-V functional and the def2-TZVPD basis

```
121
Properties=species:S:1:pos:R:3:forces:R:3:mulliken_charge:R:1
C 23.080 26.323 -2.299 3.583 -0.816 -0.434 -0.70
C 23.441 25.973 -0.812 -17.384 0.045 -4.692 -2.61
C 22.869 24.599 -0.639 -0.258 -0.280 2.815 0.95
C 21.400 24.523 -0.091 1.102 -5.146 -7.177 -1.94
N 20.965 23.304 0.665 0.147 0.391 1.766 1.44
C 20.913 22.097 -0.129 2.190 -0.803 -4.678 0.48
C 19.587 22.054 -0.895 -0.142 -2.463 1.255 -0.14
C 18.673 22.965 -0.136 -2.917 1.184 -1.055 1.81
C 19.520 23.488 1.009 -1.656 -2.938 0.648 -1.84
C 21.902 23.140 1.893 -0.478 -3.821 0.031 1.13
C 21.941 24.333 2.877 -0.639 0.923 -0.198 0.39
C 22.724 23.986 4.150 -3.928 0.184 2.078 -1.25
H 23.840 25.863 -3.095 -1.991 0.469 1.656 -0.06
H 23.336 27.328 -2.242 -0.044 2.304 -1.152 0.61
H 22.049 26.191 -2.462 -1.088 -0.305 -0.716 0.11
H 22.701 26.854 -0.373 1.976 -2.334 0.021 0.06
H 24.277 26.229 -0.750 13.184 2.742 2.166 2.04
H 23.470 24.521 0.211 1.003 -2.437 1.926 -0.23
H 23.144 23.899 -1.404 -0.031 -0.246 -0.365 0.01
H 20.682 24.592 -0.948 0.500 0.155 0.656 -0.50
H 21.283 25.249 0.491 -1.191 6.152 4.860 2.10
H 20.933 21.251 0.440 0.275 -1.939 2.290 1.06
H 21.849 21.931 -0.863 -1.980 0.948 1.778 -0.86
H 19.166 20.961 -1.032 1.028 2.337 0.101 -0.68
H 19.697 22.574 -1.779 0.633 0.063 -2.613 -0.14
H 17.616 22.395 0.112 2.893 1.655 0.041 -0.57
H 18.392 23.756 -0.957 1.009 -1.335 3.546 -1.01
H 19.095 22.862 1.810 1.606 -0.436 0.430 -0.11
H 19.336 24.401 1.414 -0.351 3.200 0.398 1.81
H 22.911 22.884 1.293 -1.961 0.613 2.188 0.24
H 21.477 22.028 2.496 1.433 3.608 -1.897 -0.76
H 20.974 24.900 3.191 0.922 -1.833 -0.712 -0.29
H 22.419 25.169 2.383 0.686 0.150 -0.348 0.08
H 22.720 24.963 4.781 0.639 -1.792 -0.918 0.35
H 23.668 23.545 3.919 0.689 -0.145 0.262 0.35
H 21.978 23.232 4.774 2.360 1.626 -1.402 0.10
O 17.081 27.753 -4.151 1.395 0.298 0.921 -0.65
C 17.680 26.796 -3.717 -7.851 2.073 -4.319 0.10
O 17.106 25.604 -3.864 -0.797 -0.353 0.643 -0.70
B 17.983 24.672 -3.290 0.294 -1.115 -0.561 1.90
O 19.114 25.437 -2.839 1.016 -3.291 0.814 0.02
C 18.941 26.618 -3.240 7.710 3.873 2.274 0.75
O 19.841 27.464 -3.183 -1.721 -0.926 -0.200 -0.91
O 18.300 23.621 -4.315 1.791 7.348 -1.050 -0.61
C 17.768 22.599 -3.939 4.345 -9.073 -5.404 0.44
O 18.145 21.544 -4.525 -2.411 0.925 1.501 -0.74
C 17.284 22.680 -2.653 -5.398 -5.848 2.646 0.60
O 17.452 23.808 -2.187 -0.764 5.180 0.097 -0.55
O 16.666 21.747 -2.135 0.595 1.050 0.349 -0.69
O 16.075 24.603 0.753 -3.107 2.019 0.205 -0.77
H 15.642 23.719 0.596 0.311 0.721 0.574 0.28
H 15.293 25.326 0.779 2.543 -2.531 -0.339 0.39
O 24.869 26.985 2.543 6.152 -2.579 3.428 -0.62
H 24.104 27.345 2.343 -5.982 2.796 -1.773 0.24
H 24.956 27.068 3.535 -0.127 -0.149 -1.694 0.31
O 19.579 26.559 5.222 -5.231 2.115 -2.179 -0.57
H 18.794 27.152 5.576 2.489 -2.002 -0.942 0.29
H 20.172 26.502 5.894 2.762 -0.219 3.328 0.24
O 19.063 23.731 5.018 -4.651 -7.520 -1.215 -0.54
H 18.273 23.769 4.374 1.302 -0.021 1.257 0.24
H 19.391 24.521 4.958 3.059 7.482 -0.357 0.22
O 24.979 21.565 -1.929 4.805 1.697 -6.653 -0.57
H 24.415 21.431 -1.275 -4.002 -1.906 4.487 0.27
H 25.018 20.822 -2.568 -0.361 0.666 1.184 0.30
O 20.316 21.129 4.385 -1.107 -2.311 -0.360 -0.56
H 19.460 20.644 4.439 1.073 -0.259 -0.253 0.30
H 19.980 21.947 4.660 -0.259 2.810 0.599 0.15
O 25.798 26.284 -5.313 -1.812 4.700 -0.446 -0.72
H 25.016 26.885 -5.730 2.441 -2.414 1.221 0.35
H 26.244 27.060 -4.820 -0.659 -2.115 -0.851 0.33
O 23.136 30.068 -2.193 1.201 0.967 2.579 -0.56
H 23.397 30.939 -2.454 0.671 1.336 0.747 0.31
H 22.854 29.837 -3.030 -1.647 -2.248 -2.817 0.30
O 17.554 26.399 -0.565 0.326 -0.928 0.933 -0.61
H 17.117 25.519 -0.302 1.299 1.810 -0.265 0.28
H 18.330 26.576 0.036 -1.368 -0.486 -0.858 0.31
O 24.604 23.814 -4.689 -1.072 -1.822 0.687 -0.59
H 25.206 23.650 -3.966 0.129 -0.475 0.531 0.27
H 24.941 24.604 -5.039 0.692 1.997 -0.962 0.26
O 16.870 24.765 3.333 2.886 -3.784 -6.947 -0.63
H 16.527 24.822 2.228 1.308 -0.627 3.783 0.48
H 16.347 25.308 3.769 -3.863 4.018 3.316 0.21
O 16.402 20.337 1.207 2.409 0.262 -0.726 -0.59
H 16.073 19.794 1.887 -1.017 -0.884 0.919 0.27
H 15.733 20.693 0.635 -0.615 -0.126 0.120 0.33
O 14.792 22.171 0.638 -1.021 1.326 -2.582 -0.72
H 14.608 22.417 -0.307 1.580 -0.453 0.027 0.31
H 13.852 22.148 0.758 -1.280 -0.390 1.767 0.29
O 22.117 19.252 3.429 0.318 -0.061 0.553 -0.67
H 21.962 18.895 2.556 0.016 -0.222 -0.684 0.36
H 21.490 19.965 3.554 -0.083 0.147 0.148 0.34
O 21.846 20.095 -2.737 -5.418 -7.838 0.162 -0.52
H 22.321 20.779 -2.808 6.486 8.939 0.488 0.03
H 21.564 20.141 -3.646 -1.055 -0.998 -0.693 0.33
O 20.254 23.623 7.507 0.237 0.214 -2.688 -0.64
H 19.902 23.257 6.629 0.423 0.754 1.987 0.41
H 19.849 23.136 8.196 -0.651 -0.832 0.910 0.28
O 22.237 18.323 0.765 3.173 -1.212 0.798 -0.79
H 23.019 17.700 0.689 -1.605 1.015 0.039 0.22
H 21.681 18.400 -0.088 1.004 -0.794 1.577 0.47
O 25.617 21.634 2.009 -0.417 1.545 -0.957 -0.65
H 26.092 21.292 2.745 0.498 -0.340 0.889 0.27
H 25.689 22.629 2.013 -0.273 -1.380 0.051 0.38
O 24.042 20.482 0.057 -3.833 -3.196 -0.853 -0.59
H 24.601 20.853 0.693 1.358 0.464 2.261 0.36
H 23.421 19.708 0.417 1.732 2.289 -0.455 0.35
O 21.837 28.957 -4.204 3.593 1.931 -1.416 -0.68
H 21.228 28.360 -3.918 -2.811 -2.992 1.672 0.53
H 21.322 29.613 -4.626 -0.801 1.115 -0.792 0.27
O 19.731 28.011 2.750 0.068 2.992 0.719 -0.61
H 19.525 27.313 3.346 -0.139 -1.168 0.835 0.38
H 19.685 28.817 3.376 0.198 -1.831 -1.741 0.27
O 21.867 22.885 -3.546 2.436 1.593 1.566 -0.35
H 21.364 22.538 -4.242 -1.020 -0.382 -1.852 0.25
H 22.634 23.435 -3.907 -1.307 -1.149 0.228 0.16
O 25.725 24.354 2.156 1.537 2.553 0.479 -0.63
H 26.675 24.246 2.441 -1.387 0.298 -0.483 0.25
H 25.602 25.390 2.126 -0.067 -2.584 0.065 0.30
O 20.678 18.750 -0.752 -5.223 -4.569 3.213 -0.51
H 19.705 18.744 -0.711 0.516 -0.517 0.453 0.38
H 20.841 19.350 -1.338 2.217 5.917 -6.218 0.21
```
Positions in Å, forces in eV/Å.

Charge: 0
Spin multiplicity: 1
E_LUMO: -0.56 eV
Orbital gap: 0.331 hartree
Energy relative to the best compared isomer or geometry (same formula, charge and spin): 4.1928 eV
Calculated total energy: -84402.23349 eV



No. 2
C15H7Co2NO8 | the ωB97M-V functional and the def2-TZVPD basis

```
33
Properties=species:S:1:pos:R:3:forces:R:3:mulliken_charge:R:1
N -0.278 5.382 -0.519 0.349 4.374 -2.500 0.13
O -1.381 5.079 -0.070 -0.435 -1.597 1.229 -0.41
O 0.750 4.715 -0.465 0.446 -1.067 0.992 -0.36
O -2.715 -1.483 -1.944 0.071 -0.155 0.743 -0.45
C -2.290 -1.343 -0.876 0.492 0.652 -0.899 0.08
Co -1.657 -1.118 0.726 -0.227 -0.007 0.178 -0.11
C -3.148 -0.532 1.432 -1.026 0.722 0.055 0.16
O -4.205 -0.232 1.792 0.394 -0.276 -0.051 -0.46
C -1.537 -2.769 1.303 0.440 -0.821 0.041 0.00
O -1.565 -3.879 1.625 -0.153 0.129 -0.021 -0.45
C 0.054 -0.120 0.177 -0.164 -0.234 -2.000 1.51
C 0.846 -0.725 -0.887 0.953 -0.110 -0.039 0.84
C 0.965 -2.125 -1.040 0.116 0.137 -0.432 -0.28
C 1.558 -2.667 -2.180 -0.033 0.309 0.224 -0.69
C 2.097 -1.822 -3.160 0.039 0.161 0.005 -0.36
C 2.096 -0.435 -2.956 0.035 -0.210 0.279 -0.64
C 1.514 0.111 -1.808 -0.114 -0.483 -0.201 -0.55
C -0.071 1.241 0.499 -0.551 1.854 -4.118 -0.12
C -0.233 2.481 0.001 -0.390 -2.225 1.367 -1.29
Co 0.054 0.232 1.935 -0.762 -1.648 5.105 0.07
C 0.329 -1.329 2.762 1.194 -0.858 1.191 0.32
O 0.645 -2.217 3.434 -0.601 0.669 -0.903 -0.45
C 1.338 1.159 2.716 1.284 0.720 0.389 0.13
O 2.150 1.769 3.269 -1.091 -0.755 -0.698 -0.43
C -1.348 0.817 2.881 -0.545 0.914 1.660 0.15
O -2.084 1.255 3.658 0.624 -0.568 -1.218 -0.40
H 0.557 -2.780 -0.265 0.002 0.286 -0.347 0.28
H 1.582 -3.752 -2.304 0.071 0.294 -0.006 0.34
H 2.537 -2.245 -4.066 -0.130 0.130 0.233 0.33
H 2.556 0.237 -3.684 -0.081 -0.242 0.132 0.35
H 1.560 1.186 -1.614 -0.205 -0.352 -0.132 0.39
H -0.678 3.209 0.665 0.679 0.294 -0.458 0.21
H 0.004 2.700 -1.037 -0.681 -0.037 0.198 0.17
```
Positions in Å, forces in eV/Å.

Charge: -2
Spin multiplicity: 1
E_LUMO: 4.98 eV
Orbital gap: 0.185 hartree
Energy relative to the best compared isomer or geometry (same formula, charge and spin): 0.3464 eV
Calculated total energy: -108787.42468 eV



No. 3
C15H8Cl6NO | the ωB97M-V functional and the def2-TZVPD basis

```
31
Properties=species:S:1:pos:R:3:forces:R:3:mulliken_charge:R:1
Cl -1.526 0.167 0.558 0.733 0.386 -0.302 0.02
C -2.620 -0.760 1.566 0.258 0.690 0.261 0.90
Cl -4.265 -0.264 1.243 -0.978 0.165 -0.024 -0.12
C -2.500 -2.194 1.144 -0.404 -0.882 -2.182 -0.21
O -2.746 -2.501 -0.007 0.092 0.235 0.762 -0.58
C -2.097 -3.170 2.110 0.654 -1.216 1.611 0.25
Cl -1.954 -4.817 1.596 -0.126 0.518 -0.119 -0.15
C -1.823 -2.835 3.401 0.008 -1.578 -0.996 0.39
Cl -1.338 -4.053 4.518 -0.079 0.301 -0.099 -0.16
C -1.932 -1.489 3.842 -0.194 1.917 0.366 0.11
Cl -1.574 -1.102 5.495 -0.037 -0.256 -0.305 -0.18
C -2.306 -0.503 2.994 0.278 0.123 1.369 -0.23
Cl -2.425 1.114 3.575 -0.042 -0.285 -0.455 -0.13
C -0.681 2.384 -2.354 -0.264 0.019 -0.209 -1.45
C 0.545 2.345 -1.507 0.353 -2.423 -1.633 0.11
C 0.631 3.281 -0.567 0.421 3.783 3.902 0.52
N 0.686 4.126 0.273 -0.115 -1.608 -1.596 -0.81
C 1.598 1.379 -1.663 -0.673 0.629 0.062 1.22
C 1.545 0.369 -2.641 0.038 -0.065 -0.038 -0.47
C 2.561 -0.547 -2.778 0.012 0.049 0.058 -0.69
C 3.667 -0.496 -1.952 0.512 -0.581 -0.179 -0.51
C 3.752 0.485 -0.981 -0.233 0.167 0.005 -0.48
C 2.741 1.408 -0.835 0.267 -0.132 0.077 -0.71
H -0.702 1.587 -3.096 -0.082 0.045 0.003 0.30
H -1.574 2.288 -1.733 -0.268 0.002 -0.115 0.23
H -0.753 3.337 -2.884 -0.163 0.077 -0.186 0.32
H 0.695 0.306 -3.296 -0.176 -0.059 -0.169 0.12
H 2.494 -1.313 -3.534 -0.038 -0.178 -0.191 0.37
H 4.460 -1.219 -2.068 0.147 -0.120 -0.004 0.34
H 4.619 0.519 -0.340 0.148 0.082 0.174 0.36
H 2.820 2.169 -0.077 -0.048 0.194 0.151 0.33
```
Positions in Å, forces in eV/Å.

Charge: -1
Spin multiplicity: 1
E_LUMO: 0.28 eV
Orbital gap: 0.095 hartree
Calculated total energy: -94356.36938 eV